1.
Computed, not measured: a structure of composition C8H13N, with the ωB97M-V functional and the def2-TZVPD basis.

Cartesian coordinates (Å):
C1 1.9032 0.9919 0.1023
C2 0.7717 -0.0377 -0.1240
C3 0.8184 -1.5302 -0.6566
C4 -0.7386 -1.2709 -0.7438
C5 -1.4459 1.1757 -0.6021
C6 -0.4324 0.2023 -1.1214
C7 -1.2055 -0.7958 0.7603
C8 0.2145 -0.3239 1.3591
H1 2.7020 0.7337 0.9256
H2 1.0416 1.6559 0.6887
H3 2.7642 1.4405 -0.6674
H4 1.6175 -2.0182 0.0271
H5 1.4071 -1.5074 -1.5859
H6 -1.3689 -1.7758 -1.3265
H7 -1.8661 2.1315 -1.4562
H8 -0.7279 1.9520 -0.0687
H9 0.1153 0.2395 -2.1159
H10 -2.4455 0.7522 1.1973
H11 -1.9996 -1.4489 1.4146
H12 1.0723 -1.1871 1.6665
H13 0.0517 0.5228 2.0754
N1 -2.2490 0.0978 0.2517

Calculated values
relative energy (zero: lowest compared OMol25 entry of this formula, charge and spin) = 169.3 kcal/mol
Kohn-Sham gap = 10.22 eV
LUMO = 0.85 eV
maximum force = 8.01 eV Å⁻¹
molar mass = 123.2 g/mol


2.
Computed, not measured: a structure of composition C25H31F5INO2RuSiTe2, with the ωB97M-V functional and the def2-TZVPD basis.

Cartesian coordinates (Å):
Ru1 0.1358 0.3742 2.1739
C1 1.5335 -1.0212 4.9265
Si1 0.3720 -2.2323 4.1039
C2 -1.0717 -2.5401 5.2526
C3 1.3449 -3.8510 3.8818
N1 -0.2028 -1.5948 2.5742
C4 -1.1367 -2.3069 1.8300
C5 -1.3844 -3.6762 2.0102
C6 -2.3246 -4.3674 1.2620
C7 -3.0697 -3.7183 0.2919
C8 -2.8459 -2.3645 0.0759
C9 -1.8938 -1.6930 0.8144
O1 -1.6850 -0.3310 0.6372
C10 -1.8916 0.2278 -0.6108
C11 -1.2799 -0.2832 -1.7449
C12 -1.4827 0.3578 -2.9557
C13 -2.2731 1.4996 -3.0322
C14 -2.8708 1.9997 -1.8852
C15 -2.6887 1.3583 -0.6662
H1 1.7928 -1.4156 5.9148
H2 1.0698 -0.0438 5.0796
H3 2.4517 -0.8832 4.3555
H4 -0.7308 -3.0203 6.1734
H5 -1.8325 -3.1722 4.7927
H6 -1.5366 -1.5850 5.5086
H7 2.3247 -3.7751 4.3588
H8 1.5000 -4.1052 2.8307
H9 0.8279 -4.7013 4.3369
H10 -0.8146 -4.2231 2.7484
H11 -2.4660 -5.4257 1.4439
H12 -3.8098 -4.2480 -0.2927
H13 -3.4063 -1.8214 -0.6737
H14 -0.6339 -1.1464 -1.6568
H15 -0.9974 -0.0233 -3.8454
H16 -2.4080 2.0030 -3.9809
H17 -3.4847 2.8908 -1.9344
H18 -3.1397 1.7203 0.2499
I1 -1.9803 1.3236 3.6082
C16 0.2724 2.1840 1.0999
H19 0.4011 3.0140 1.7946
H20 -0.5549 2.3664 0.4211
F1 4.1671 -1.1982 2.3404
Te1 2.8166 -1.8164 1.0841
F2 2.1200 -2.6701 -0.5288
F3 1.0617 -0.2641 -0.0849
F4 3.9959 -3.2920 1.0056
F5 3.8147 -0.8064 -0.1237
O2 1.9137 0.3691 2.2370
C17 0.2537 3.4456 -5.9391
C18 0.6522 3.0841 -4.5327
C19 0.3284 3.9115 -3.4682
C20 0.7007 3.6107 -2.1609
C21 0.3060 4.5860 -1.0813
C22 1.4135 2.4300 -1.9161
Te2 2.0566 1.8960 0.0499
C23 1.7582 1.5812 -2.9760
C24 2.5196 0.3014 -2.7575
C25 1.3702 1.9279 -4.2665
H21 -0.7217 3.9336 -5.9576
H22 0.2062 2.5609 -6.5744
H23 0.9748 4.1346 -6.3850
H24 -0.2297 4.8245 -3.6534
H25 0.2050 5.5877 -1.4994
H26 1.0384 4.6279 -0.2749
H27 -0.6534 4.3111 -0.6384
H28 1.9980 -0.3596 -2.0627
H29 3.5036 0.4909 -2.3221
H30 2.6688 -0.2208 -3.7022
H31 1.6316 1.2629 -5.0837

Calculated values
relative energy (zero: lowest compared OMol25 entry of this formula, charge and spin) = 0.0 kcal/mol
Kohn-Sham gap (alpha / beta) = 7.03 / 6.34 eV
multiplicity = 6
LUMO (alpha / beta) = 2.24 / 1.30 eV
charge = -1
maximum force = 0.60 eV Å⁻¹
molar mass = 983.8 g/mol


3.
Computed, not measured: a cluster of 2 separate species, C6H17N2 in total, with the ωB97M-V functional and the def2-TZVPD basis.

Cartesian coordinates (Å):
C1 -1.1751 0.3363 0.8833
N1 -1.9240 0.3393 -0.3397
C2 -1.2544 0.9102 -1.5039
C3 -2.1762 0.8770 -2.7038
C4 0.0811 -0.4859 0.6308
N2 0.9645 0.3257 -0.0559
C5 1.9656 -1.8579 1.7566
C6 0.6766 -1.0567 1.9659
H1 -1.7749 -0.1339 1.6617
H2 -0.8755 1.3461 1.2027
H3 -2.8140 0.8170 -0.2214
H4 -0.3695 0.2716 -1.6932
H5 -0.8664 1.9171 -1.3165
H6 -2.4856 -0.1362 -2.9476
H7 -3.0695 1.4777 -2.5221
H8 -1.7064 1.2626 -3.6078
H9 -0.2264 -1.3545 -0.0064
H10 3.7240 1.6844 -0.8978
H11 1.7815 -0.2708 -0.2831
H12 3.8218 1.7414 -0.1710
H13 2.3446 -2.2223 2.7089
H14 1.8137 -2.7023 1.0868
H15 2.7388 -1.2099 1.3386
H16 0.9010 -0.2062 2.6093
H17 -0.0950 -1.6697 2.4255

Calculated values
relative energy (zero: lowest compared OMol25 entry of this formula, charge and spin) = 134.6 kcal/mol
Kohn-Sham gap = 5.81 eV
LUMO = -8.10 eV
charge = +1
maximum force = 2.09 eV Å⁻¹
molar mass = 117.2 g/mol


4.
Computed, not measured: a structure of composition C9H19Br3ClN2O8S2, with the ωB97M-V functional and the def2-TZVPD basis.

Cartesian coordinates (Å):
O1 -1.2532 1.6813 1.8805
C1 -0.9448 0.9718 0.8835
Cl1 -1.4908 -0.7729 0.8880
C2 -0.0705 1.6253 -0.3086
C3 1.3396 0.8595 -0.2974
C4 2.4252 1.4566 0.7386
C5 3.8232 1.8903 0.0867
N1 4.4268 0.8802 -0.8510
C6 3.4396 -0.0638 -1.4697
S1 4.0370 -0.9444 -2.9737
C7 2.0290 0.7073 -1.7419
H1 0.0001 2.7610 -0.2100
H2 -0.5694 1.3662 -1.3189
H3 1.1167 -0.2206 0.0530
H4 2.5332 0.7081 1.6105
H5 1.9616 2.4177 1.1805
H6 4.5675 2.0027 0.9648
H7 3.8047 2.9253 -0.4198
H8 5.1817 0.3030 -0.4208
H9 4.8422 1.4248 -1.6399
H10 3.1853 -0.8732 -0.6919
H11 3.4957 -2.2602 -2.8403
H12 2.2436 1.7595 -2.1675
H13 1.3811 0.0725 -2.4598
O2 0.5426 3.4873 3.8543
H14 0.1263 2.8274 3.2815
H15 -0.1244 3.6627 4.5303
C8 -4.5355 1.8827 4.0958
Br1 -3.4197 3.4017 4.5529
Br2 -4.4464 0.4916 5.4442
Br3 -6.3637 2.4166 3.7289
H16 -4.1355 1.4603 3.1750
C9 -4.4052 -2.9089 -0.1183
N2 -4.8946 -3.8661 -1.1446
O3 -5.4358 -4.8880 -0.7460
O4 -4.7209 -3.5597 -2.3091
H17 -4.6279 -3.3099 0.8690
H18 -3.3298 -2.7986 -0.2565
H19 -4.9238 -1.9641 -0.2771
O5 -0.0437 -4.6522 -3.8364
S2 0.6329 -3.4047 -3.4346
O6 -0.1044 -2.7715 -2.3125
O7 0.6872 -2.4697 -4.5808
O8 2.0175 -3.7149 -2.9909

Calculated values
Kohn-Sham gap = 3.30 eV
LUMO = 0.80 eV
charge = -1
maximum force = 4.84 eV Å⁻¹
molar mass = 622.6 g/mol


5.
Computed, not measured: an isolated molecule of C5H9NO, with the ωB97M-V functional and the def2-TZVPD basis.

Cartesian coordinates (Å):
C1 -0.4235 0.1353 0.0157
C2 0.8946 1.3255 0.4978
C3 -1.0593 -0.2696 -1.2867
C4 -1.0607 -0.4800 1.2284
C5 1.4166 0.1485 -0.1784
O1 -0.3446 1.6225 0.0617
N1 2.2755 -0.7335 0.3015
H1 1.3900 1.9886 1.1982
H2 2.5996 -1.3405 -0.4525
H3 1.6251 0.7049 -1.1530
H4 -2.1315 -0.0556 -1.2868
H5 -0.6027 0.2529 -2.1306
H6 -0.9331 -1.3440 -1.4405
H7 -0.8534 -1.5533 1.2235
H8 -2.1411 -0.3169 1.2425
H9 -0.6517 -0.0847 2.1592

Calculated values
relative energy (zero: lowest compared OMol25 entry of this formula, charge and spin) = 134.8 kcal/mol
Kohn-Sham gap (alpha / beta) = 7.32 / 7.32 eV
LUMO (alpha / beta) = -0.17 / -0.17 eV
maximum force = 2.27 eV Å⁻¹
molar mass = 99.1 g/mol


6.
Computed, not measured: a cluster of 2 separate species, C6H12O in total, with the ωB97M-V functional and the def2-TZVPD basis.

Cartesian coordinates (Å):
C1 -1.5080 2.1038 -0.8553
C2 -1.0216 1.1600 -0.0689
C3 -0.5157 -0.1305 -0.5936
C4 0.8270 -0.4053 -0.5129
C5 1.7070 0.7365 0.0742
C6 1.4675 -1.6964 -1.0822
H1 -1.4370 2.2903 -1.9759
H2 -2.2457 2.7609 -0.5542
H3 -1.1963 1.1751 0.9834
H4 -1.3525 -0.8110 -0.9758
H5 2.7962 0.7879 -0.1554
H6 1.7354 0.6237 1.1724
H7 1.2078 1.6806 -0.0293
H8 0.8336 -2.4874 -1.0621
H9 2.4613 -1.9520 -0.6182
H10 1.6976 -1.3012 -2.0604
O1 -2.0423 -1.3562 2.7226
H11 -1.7331 -2.0565 2.1601
H12 -1.6813 -1.1220 3.4313

Calculated values
relative energy (zero: lowest compared OMol25 entry of this formula, charge and spin) = 81.0 kcal/mol
structure (SMILES) = C=CC=C(C)C.O
Kohn-Sham gap = 9.66 eV
LUMO = 0.85 eV
maximum force = 11.61 eV Å⁻¹
molar mass = 100.2 g/mol